Model 1:
Molecular formula: C2H6N2
Method: DFT, the ωB97M-V functional and the def2-TZVPD basis

XYZ file:
```
10
Properties=species:S:1:pos:R:3
C 0.93453 -0.50492 -0.21296
C -1.35425 0.35454 0.02311
N 1.53240 0.67250 0.37327
N -0.31354 -0.43034 0.59202
H 0.86040 -0.41861 -1.26088
H 1.46355 -1.37421 -0.04436
H -1.70070 1.26668 0.42149
H -1.20681 0.48483 -1.01884
H -2.30509 -0.38157 -0.00435
H 2.08953 0.33110 1.13151
```

LUMO (spin up / spin down)   -0.25 / -0.37 eV
Gap between HOMO and LUMO (spin up / spin down)   9.641 / 9.381 eV
HOMO energy (spin up / spin down)   -9.89 / -9.75 eV

Results of the Löwdin charge analysis, in e, for atoms 1 through 4: number 1, C, carries -0.3819; number 2, C, carries -0.1765; number 3, N, carries 0.1247; number 4, N, carries 0.0163

Model 2:
Molecular formula: C2H6N2
Method: DFT, the ωB97M-V functional and the def2-TZVPD basis

XYZ file:
```
10
Properties=species:S:1:pos:R:3
C -1.72324 1.78619 -0.47821
N -0.87128 2.66475 -0.76088
H -2.03636 1.14817 -1.31034
H -2.13248 1.50702 0.49154
H -0.53119 3.17575 0.05618
C 1.56046 -1.99555 0.02974
N 0.82434 -2.52199 0.89683
H 1.48892 -2.22473 -1.03413
H 2.38274 -1.31219 0.26239
H 1.03809 -2.22744 1.84688
```

LUMO   1.03 eV
Gap between HOMO and LUMO   11.151 eV
SMILES   C=N.C=N
HOMO energy   -10.12 eV

Results of the Löwdin charge analysis, in e, for atoms 1 through 4: number 1, C, carries -0.1606; number 2, N, carries 0.0097; number 3, H, carries 0.0557; number 4, H, carries 0.0595

Model 3:
Molecular formula: C2H6N2
Method: DFT, the ωB97M-V functional and the def2-TZVPD basis

XYZ file:
```
10
Properties=species:S:1:pos:R:3
H -0.99553 1.99767 -1.49559
N -1.15947 1.81680 -0.53051
C -0.39545 0.98610 0.12649
N -0.20805 -0.30356 -0.20884
C 0.75576 -1.17747 0.41228
H -0.25175 1.39839 1.15821
H -0.62308 -0.29790 -1.10062
H 0.70936 -1.20210 1.50035
H 1.74658 -1.03839 -0.02689
H 0.42163 -2.17955 0.16511
```

LUMO   0.96 eV
Gap between HOMO and LUMO   9.342 eV
SMILES   [H]/N=C\NC
HOMO energy   -8.38 eV

Results of the Löwdin charge analysis, in e, for atoms 1 through 4: number 1, H, carries 0.0017; number 2, N, carries 0.0170; number 3, C, carries -0.3524; number 4, N, carries -0.0564

Model 4:
Molecular formula: C2H6N2
Method: DFT, the ωB97M-V functional and the def2-TZVPD basis

XYZ file:
```
10
Properties=species:S:1:pos:R:3
C 2.82776 0.15800 1.87233
C 1.97421 0.51330 1.11299
H 3.57824 -0.16149 2.54621
H 1.20711 0.85407 0.44145
N -1.81481 -0.87733 -0.71237
N -1.46906 0.44989 -1.25083
H -2.71771 -1.07540 -1.13195
H -1.22656 -1.50706 -1.23545
H -0.47264 0.54764 -1.06752
H -1.88655 1.09837 -0.57487
```

LUMO   1.05 eV
Gap between HOMO and LUMO   9.839 eV
SMILES   C#C.NN
HOMO energy   -8.79 eV

Results of the Löwdin charge analysis, in e, for atoms 1 through 4: number 1, C, carries -0.0048; number 2, C, carries -0.0065; number 3, H, carries 0.0112; number 4, H, carries 0.0007

Which of them is the least stable? Correct choice: model 1.

Model 1:
Molecular formula: C2H6N2
Method: DFT, the ωB97M-V functional and the def2-TZVPD basis

XYZ file:
```
10
Properties=species:S:1:pos:R:3
N 1.35148 1.05637 -0.63381
C 0.60231 -0.02308 -0.05792
C -0.72329 -0.07358 -0.14511
N -1.42875 -0.84181 0.78995
H 2.06631 0.84182 -1.29087
H 1.76880 1.70759 0.03564
H 1.16352 -0.88812 0.42354
H -1.16352 0.81252 -0.68855
H -2.39669 -0.82583 0.67279
H -1.24016 -1.76587 0.89433
```

LUMO   1.28 eV
Gap between HOMO and LUMO   9.376 eV
SMILES   N/C=C/N
HOMO energy   -8.09 eV

Results of the Löwdin charge analysis, in e, for atoms 1 through 4: number 1, N, carries -0.0204; number 2, C, carries -0.2565; number 3, C, carries -0.2084; number 4, N, carries 0.0412

Model 2:
Molecular formula: C2H6N2
Method: DFT, the ωB97M-V functional and the def2-TZVPD basis

XYZ file:
```
10
Properties=species:S:1:pos:R:3
C -3.52629 -0.54302 -0.47569
N -3.30308 0.70829 -0.45864
H -2.92593 -1.17002 0.18595
H -4.27851 -0.96860 -1.14877
H -4.18715 1.21259 -0.53705
C 3.44711 -0.08854 0.25820
N 3.56870 0.45041 1.38892
H 2.97786 -1.05269 0.08606
H 3.90487 0.31427 -0.65459
H 4.32243 1.13731 1.35562
```

LUMO   1.11 eV
Gap between HOMO and LUMO   10.645 eV
SMILES   C=N.C=N
HOMO energy   -9.53 eV

Results of the Löwdin charge analysis, in e, for atoms 1 through 4: number 1, C, carries -0.1479; number 2, N, carries -0.0066; number 3, H, carries 0.0570; number 4, H, carries 0.0606

Which of them is the least stable? Correct choice: model 2.

Model 1:
Molecular formula: C2H6N2
Method: DFT, the ωB97M-V functional and the def2-TZVPD basis

XYZ file:
```
10
Properties=species:S:1:pos:R:3
H 0.97423 1.36344 1.06733
N 0.89300 1.59682 0.07181
C 0.43079 0.56750 -0.59560
C 0.32808 -0.80417 -0.01241
N -1.16436 -0.53986 0.33362
H 0.25996 0.66729 -1.67788
H 0.89939 -0.91585 0.91050
H 0.44938 -1.58980 -0.76022
H -1.27335 0.09692 1.12161
H -1.79712 -0.44227 -0.45874
```

LUMO   1.09 eV
Gap between HOMO and LUMO   9.724 eV
SMILES   [H]/N=C\CN
HOMO energy   -8.64 eV

Results of the Löwdin charge analysis, in e, for atoms 1 through 4: number 1, H, carries 0.0256; number 2, N, carries 0.0394; number 3, C, carries -0.3049; number 4, C, carries -0.1896

Model 2:
Molecular formula: C2H6N2
Method: DFT, the ωB97M-V functional and the def2-TZVPD basis

XYZ file:
```
10
Properties=species:S:1:pos:R:3
C -0.68243 0.40381 0.05401
C 0.66789 0.07141 0.70413
N 0.84997 -0.82385 -0.88597
N -0.60142 -0.59901 -1.01671
H -1.55958 0.14784 0.63579
H -0.81587 1.48673 -0.55539
H 1.37477 0.87539 0.70426
H 0.54634 -0.70476 1.45267
H 1.23592 -0.03998 -1.48827
H -0.90058 -1.54114 -0.78701
```

LUMO   1.11 eV
Gap between HOMO and LUMO   9.950 eV
SMILES   C1CNN1
HOMO energy   -8.84 eV

Results of the Löwdin charge analysis, in e, for atoms 1 through 4: number 1, C, carries -0.2766; number 2, C, carries -0.0394; number 3, N, carries -0.0413; number 4, N, carries -0.1746

Model 3:
Molecular formula: C2H6N2
Method: DFT, the ωB97M-V functional and the def2-TZVPD basis

XYZ file:
```
10
Properties=species:S:1:pos:R:3
H 3.17815 1.30981 0.31256
N 2.64106 1.01977 -0.58417
N 2.21625 -0.12641 -0.40878
H 1.59716 -0.41275 -1.18411
C -1.53161 -1.02247 0.38082
C -0.93766 0.11166 0.68431
H -1.04680 -1.67923 -0.35246
H -2.40217 -1.47798 0.86737
H -1.23169 0.91627 1.30564
H 0.13717 0.29754 0.31823
```

LUMO   0.73 eV
Gap between HOMO and LUMO   10.221 eV
SMILES   [H]/N=N/[H].C=C
HOMO energy   -9.49 eV

Results of the Löwdin charge analysis, in e, for atoms 1 through 4: number 1, H, carries 0.0753; number 2, N, carries -0.0380; number 3, N, carries -0.0600; number 4, H, carries 0.0460

Model 4:
Molecular formula: C2H6N2
Method: DFT, the ωB97M-V functional and the def2-TZVPD basis

XYZ file:
```
10
Properties=species:S:1:pos:R:3
C 1.82879 -0.11633 -0.03759
N 0.44652 0.44991 0.03780
N -0.43056 -0.44349 -0.03745
C -1.79399 0.10016 -0.00442
H 2.25093 0.42163 -0.82522
H 1.66179 -1.19366 -0.07289
H 2.21571 0.29004 0.93002
H -2.30540 -0.61355 -0.77852
H -1.76463 1.17062 -0.14369
H -2.10917 -0.06533 0.93195
```

LUMO   1.36 eV
Gap between HOMO and LUMO   10.411 eV
SMILES   C/N=N/C
HOMO energy   -9.05 eV

Results of the Löwdin charge analysis, in e, for atoms 1 through 4: number 1, C, carries -0.0965; number 2, N, carries -0.0863; number 3, N, carries -0.0940; number 4, C, carries -0.1124

Which of them is the least stable? Correct choice: model 2.

Model 1:
Molecular formula: C2H6N2
Method: DFT, the ωB97M-V functional and the def2-TZVPD basis

XYZ file:
```
10
Properties=species:S:1:pos:R:3
C -0.24110 0.02155 0.54901
C -0.59007 -0.59896 -0.79395
N 1.23744 1.21342 -0.33787
N -0.84303 -0.53395 1.50729
H 1.66408 1.86646 0.31108
H -1.08854 -1.47977 -0.59641
H 0.23389 -0.55614 -1.49802
H -1.38668 -0.06668 -1.27024
H 1.90127 0.46307 -0.38797
H -0.88725 -0.32901 2.51707
```

LUMO   0.31 eV
Gap between HOMO and LUMO   9.283 eV
HOMO energy   -8.97 eV

Results of the Löwdin charge analysis, in e, for atoms 1 through 4: number 1, C, carries -0.1917; number 2, C, carries -0.1124; number 3, N, carries 0.0134; number 4, N, carries 0.1115

Model 2:
Molecular formula: C2H6N2
Method: DFT, the ωB97M-V functional and the def2-TZVPD basis

XYZ file:
```
10
Properties=species:S:1:pos:R:3
C 0.80728 0.23764 -1.23972
N 0.67067 -0.67489 -0.14214
C -0.19522 -0.49073 0.75547
N -1.10738 0.58752 0.86708
H 0.60770 -0.28601 -2.18173
H 1.84600 0.56747 -1.34213
H 0.20355 1.15147 -1.20956
H -0.23748 -1.24005 1.54144
H -1.95517 0.54815 0.31655
H -0.73013 1.50421 1.02407
```

LUMO   1.02 eV
Gap between HOMO and LUMO   10.556 eV
SMILES   C/N=C\N
HOMO energy   -9.54 eV

Results of the Löwdin charge analysis, in e, for atoms 1 through 4: number 1, C, carries -0.1604; number 2, N, carries -0.0194; number 3, C, carries -0.2955; number 4, N, carries 0.0237

Model 3:
Molecular formula: C2H6N2
Method: DFT, the ωB97M-V functional and the def2-TZVPD basis

XYZ file:
```
10
Properties=species:S:1:pos:R:3
C -1.33764 1.80542 0.49330
N -0.12989 1.72839 0.91152
H -2.03588 0.84692 0.62682
H -1.78244 2.55284 -0.18639
H 0.64064 2.36074 0.67315
C 0.82898 -2.36641 -0.49615
N 0.70171 -1.11520 -0.73470
H 1.01884 -2.69027 0.52587
H 0.90525 -3.17473 -1.19950
H 0.30284 -0.82184 -1.66062
```

LUMO   1.24 eV
Gap between HOMO and LUMO   10.475 eV
SMILES   C=N.C=N
HOMO energy   -9.24 eV

Results of the Löwdin charge analysis, in e, for atoms 1 through 4: number 1, C, carries -0.1814; number 2, N, carries -0.0035; number 3, H, carries 0.0886; number 4, H, carries 0.0444

Which of them is the least stable? Correct choice: model 1.